(1)
{"formula": "C20H20BrClF2N2O", "method": "ωB97M-V/def2-TZVPD", "symbols": ["C", "C", "C", "C", "C", "F", "C", "C", "C", "N", "C", "C", "C", "F", "C", "N", "C", "O", "C", "C", "C", "C", "Br", "C", "Cl", "C", "C", "H", "H", "H", "H", "H", "H", "H", "H", "H", "H", "H", "H", "H", "H", "H", "H", "H", "H", "H", "H"], "xyz": [[0.72, 2.13, -2.07], [0.08, 2.31, -0.70], [-0.06, 3.60, -0.18], [-0.64, 3.81, 1.07], [-1.10, 2.72, 1.81], [-1.67, 2.92, 3.01], [-0.97, 1.43, 1.30], [-0.38, 1.21, 0.05], [-0.27, -0.23, -0.46], [1.09, -0.75, -0.57], [1.75, -1.08, 0.70], [2.39, 0.14, 1.39], [3.15, -0.24, 2.67], [2.27, -0.70, 3.56], [4.18, -1.35, 2.35], [3.45, -2.50, 1.78], [2.93, -3.50, 2.56], [1.94, -4.16, 2.22], [3.61, -3.82, 3.87], [4.99, -4.04, 3.93], [5.60, -4.37, 5.15], [4.83, -4.50, 6.30], [5.70, -4.95, 7.94], [3.44, -4.31, 6.24], [2.45, -4.47, 7.65], [2.84, -3.98, 5.03], [2.80, -2.21, 0.48], [0.06, 1.58, -2.73], [0.96, 3.08, -2.54], [1.64, 1.55, -1.97], [0.29, 4.46, -0.75], [-0.75, 4.81, 1.47], [-1.33, 0.61, 1.90], [-0.91, -0.90, 0.13], [-0.72, -0.24, -1.45], [1.07, -1.56, -1.17], [1.00, -1.51, 1.37], [3.09, 0.62, 0.70], [1.67, 0.92, 1.63], [3.65, 0.64, 3.11], [4.90, -0.99, 1.62], [4.80, -1.61, 3.21], [5.61, -3.96, 3.05], [6.66, -4.53, 5.20], [1.77, -3.85, 4.99], [2.40, -3.13, 0.05], [3.61, -1.85, -0.16]], "mulliken_charge": [-1.4455, 1.0570, -0.8376, -0.5785, 0.1552, -0.3472, -0.4248, 0.7264, -1.6056, -0.1847, 0.7046, -0.6159, 0.0965, -0.3405, -1.1413, 0.2048, 0.4293, -0.6471, 0.4324, -0.3341, -0.4555, -0.0748, -0.1376, 0.3432, -0.2070, -0.7506, -1.6953, 0.2962, 0.4043, 0.2623, 0.3737, 0.4328, 0.4413, 0.4748, 0.6227, 0.2931, 0.1522, 0.2878, 0.0264, 0.4733, 0.3924, 0.5026, 0.5093, 0.4398, 0.4766, 0.5162, 0.2964], "largest_force_ev_per_a": 2.58, "homo_lumo_gap_ev": 9.484, "relative_energy_kj_mol": 37.5}


(2)
{"formula": "C20H20BrN2OSe2V", "method": "ωB97M-V/def2-TZVPD", "symbols": ["V", "Br", "C", "C", "C", "C", "O", "C", "C", "N", "C", "C", "C", "C", "C", "C", "C", "C", "N", "C", "C", "H", "H", "H", "H", "H", "H", "H", "H", "H", "H", "C", "Se", "C", "C", "Se", "C", "H", "H", "H", "H", "H", "H", "H", "H", "H", "H"], "xyz": [[-0.18, 0.00, -0.07], [3.98, 0.18, 6.00], [2.72, 0.04, 4.59], [1.39, -0.32, 4.87], [0.48, -0.47, 3.85], [0.85, -0.23, 2.51], [0.07, -0.31, 1.49], [2.21, 0.14, 2.22], [2.61, 0.35, 0.86], [1.81, 0.37, -0.16], [2.26, 0.49, -1.47], [3.57, 0.47, -1.93], [3.85, 0.69, -3.29], [2.85, 0.93, -4.19], [1.50, 0.93, -3.78], [0.41, 1.19, -4.64], [-0.85, 1.25, -4.11], [-1.04, 0.99, -2.75], [-0.05, 0.68, -1.91], [1.21, 0.69, -2.41], [3.12, 0.26, 3.27], [1.09, -0.45, 5.90], [-0.53, -0.78, 4.08], [3.69, 0.48, 0.70], [4.40, 0.29, -1.27], [4.88, 0.68, -3.61], [3.08, 1.14, -5.23], [0.59, 1.37, -5.69], [-1.71, 1.51, -4.72], [-2.05, 1.04, -2.33], [4.15, 0.52, 3.06], [-2.33, -3.09, -0.06], [-2.28, -1.26, -0.67], [-3.34, -0.36, 0.75], [-3.37, 1.14, 0.55], [-1.58, 2.02, 0.38], [-1.35, 2.62, 2.20], [-1.96, -3.18, 0.96], [-1.71, -3.69, -0.73], [-3.36, -3.45, -0.12], [-2.94, -0.66, 1.72], [-4.37, -0.75, 0.66], [-3.87, 1.65, 1.38], [-3.90, 1.39, -0.37], [-2.09, 3.40, 2.40], [-0.35, 3.04, 2.31], [-1.50, 1.80, 2.91]], "mulliken_charge": [0.5869, -0.0173, -0.3435, -0.5070, -0.4705, 0.3332, 0.0236, -0.2783, 0.6290, -0.2216, 0.9173, -0.8011, -1.0797, -0.8656, 0.5540, -0.4923, -1.1501, 0.1067, 0.3449, 0.6219, -0.6305, 0.4891, 0.5414, 0.2940, 0.3892, 0.4389, 0.4798, 0.5191, 0.4762, 0.4060, 0.5635, -1.0224, 0.1831, -0.6551, -0.8559, 0.4177, -1.0673, 0.3312, 0.3925, 0.3982, 0.3160, 0.5480, 0.5397, 0.4445, 0.4278, 0.3991, 0.3458], "largest_force_ev_per_a": 4.04, "total_charge": 3, "homo_lumo_gap_ev": [5.189, 6.327], "multiplicity": 2}


(3)
{"formula": "C20H20ClN2", "method": "ωB97M-V/def2-TZVPD", "symbols": ["C", "C", "C", "C", "C", "C", "C", "N", "C", "C", "N", "H", "H", "H", "H", "H", "H", "H", "H", "H", "H", "Cl", "C", "C", "C", "C", "C", "C", "C", "C", "C", "C", "C", "H", "H", "H", "H", "H", "H", "H", "H", "H", "H"], "xyz": [[-4.83, -1.47, 0.38], [-3.42, -1.97, 0.31], [-2.36, -1.06, 0.35], [-1.07, -1.56, 0.20], [-0.83, -2.91, 0.00], [-1.85, -3.84, 0.05], [-3.16, -3.35, 0.22], [0.56, -3.07, 0.11], [1.14, -1.90, 0.41], [2.60, -1.79, 0.64], [0.19, -0.96, 0.43], [-5.54, -2.30, 0.40], [-5.00, -0.84, 1.26], [-5.07, -0.85, -0.50], [-2.50, 0.02, 0.48], [-1.60, -4.90, -0.03], [-4.01, -4.02, 0.27], [1.07, -3.94, 0.00], [2.87, -0.81, 1.04], [2.93, -2.56, 1.35], [3.14, -1.95, -0.31], [3.84, 2.81, -4.64], [2.83, 2.48, -3.31], [1.83, 3.40, -2.95], [1.07, 3.17, -1.81], [1.33, 2.06, -0.98], [0.72, 1.99, 0.36], [1.23, 1.37, 1.49], [0.44, 1.71, 2.73], [-0.62, 2.66, 2.14], [-0.43, 2.79, 0.79], [2.24, 1.09, -1.43], [3.02, 1.31, -2.56], [1.67, 4.29, -3.55], [0.30, 3.89, -1.52], [0.30, 0.00, 0.79], [2.16, 0.80, 1.56], [-0.02, 0.78, 3.13], [1.05, 2.14, 3.55], [-1.37, 3.14, 2.77], [-1.00, 3.40, 0.09], [2.35, 0.16, -0.87], [3.77, 0.59, -2.87]], "mulliken_charge": [-1.3104, 0.6220, -0.8842, 0.5260, 0.4975, -0.8360, -0.7463, -0.1047, 0.8827, -1.3546, 0.4607, 0.3638, 0.3288, 0.3182, 0.5277, 0.3745, 0.3347, 0.2443, 0.2130, 0.4846, 0.3602, -0.1823, 0.3317, -0.8044, -0.6251, 0.8482, 0.7081, -0.9256, -0.7015, -0.7402, -0.6846, 0.3781, -0.9091, 0.4206, 0.2385, -0.4350, 0.7103, 0.2912, 0.3736, 0.4505, 0.4262, 0.1268, 0.4017], "largest_force_ev_per_a": 2.22, "total_charge": 1, "homo_lumo_gap_ev": 8.202, "relative_energy_kj_mol": 0.0}


(4)
{"formula": "C20H20IrN7O2S2", "method": "ωB97M-V/def2-TZVPD", "symbols": ["Ir", "C", "C", "N", "N", "C", "N", "S", "C", "C", "C", "C", "C", "N", "H", "H", "H", "H", "H", "H", "H", "H", "H", "H", "N", "C", "C", "C", "C", "C", "C", "N", "C", "C", "C", "S", "C", "N", "H", "H", "H", "H", "H", "H", "H", "C", "C", "O", "O", "H", "H", "H"], "xyz": [[-0.02, 0.29, 0.34], [1.94, -3.42, 1.19], [1.59, -1.99, 0.94], [0.38, -1.55, 0.91], [-0.69, -2.38, 1.12], [-1.96, -1.91, 0.96], [-2.95, -2.76, 1.20], [-2.25, -0.32, 0.46], [2.59, -0.94, 0.66], [3.95, -1.11, 0.79], [4.79, -0.07, 0.41], [4.25, 1.09, -0.11], [2.87, 1.20, -0.19], [2.06, 0.22, 0.20], [1.31, -4.08, 0.60], [1.83, -3.68, 2.25], [2.97, -3.62, 0.90], [-0.50, -3.35, 1.35], [-2.81, -3.72, 1.47], [-3.90, -2.44, 1.06], [4.36, -2.03, 1.18], [5.87, -0.18, 0.51], [4.87, 1.91, -0.44], [2.38, 2.08, -0.59], [0.10, 2.97, 3.48], [0.86, 2.05, 4.19], [1.46, 2.13, 5.44], [2.15, 1.02, 5.86], [2.22, -0.14, 5.07], [1.61, -0.21, 3.84], [0.94, 0.92, 3.37], [0.22, 1.18, 2.20], [-0.24, 2.42, 2.31], [-0.91, 3.03, 1.19], [-1.55, 4.22, 1.03], [-2.13, 4.34, -0.57], [-1.49, 2.81, -0.95], [-0.89, 2.24, 0.06], [-0.12, 3.91, 3.78], [1.38, 3.02, 6.05], [2.65, 1.04, 6.82], [2.75, -1.00, 5.45], [1.65, -1.13, 3.27], [-1.71, 5.00, 1.75], [-1.55, 2.37, -1.93], [0.53, -0.47, -3.80], [0.35, 0.09, -2.42], [0.09, -0.77, -1.46], [0.41, 1.29, -2.16], [0.72, -1.54, -3.77], [1.33, 0.06, -4.30], [-0.39, -0.30, -4.36]], "mulliken_charge": [2.0177, -1.9728, 1.0115, 0.1937, -0.6357, 0.6567, -0.3853, -0.5217, 0.8996, -1.1302, -0.6418, -0.9400, -0.0316, -0.2374, 0.4724, 0.4027, 0.4714, 0.2884, 0.1964, 0.2440, 0.4493, 0.4825, 0.4783, 0.5618, -0.0105, 0.2157, -1.1344, -0.5605, -0.8953, -0.3248, 0.5874, -0.0857, 0.0611, 0.0094, -0.2963, -0.0764, -0.1980, 0.3276, 0.2238, 0.4403, 0.4205, 0.4578, 0.4954, 0.4188, 0.4248, -1.2141, 0.8851, -0.8576, -0.6567, 0.3406, 0.3607, 0.3115], "largest_force_ev_per_a": 1.40, "total_charge": 2, "homo_lumo_gap_ev": 7.369, "relative_energy_kj_mol": 0.0}


(5)
{"formula": "C20H20IrN7OS", "method": "ωB97M-V/def2-TZVPD", "symbols": ["Ir", "N", "C", "S", "N", "N", "C", "C", "C", "C", "C", "C", "N", "H", "H", "H", "H", "H", "H", "H", "C", "C", "C", "C", "C", "N", "C", "O", "N", "C", "C", "C", "C", "N", "C", "C", "C", "H", "H", "H", "H", "H", "H", "H", "H", "H", "H", "H", "H", "H"], "xyz": [[-0.07, 0.02, -0.27], [1.72, 1.95, 3.15], [1.10, 1.65, 2.00], [1.65, 0.14, 1.20], [0.21, 2.49, 1.54], [-0.35, 2.05, 0.39], [-0.95, 2.83, -0.42], [-1.37, 2.24, -1.70], [-2.05, 2.97, -2.65], [-2.37, 2.39, -3.86], [-1.99, 1.07, -4.10], [-1.32, 0.39, -3.11], [-1.02, 0.94, -1.93], [2.53, 1.42, 3.44], [1.56, 2.85, 3.57], [-1.08, 3.88, -0.22], [-2.31, 4.00, -2.44], [-2.89, 2.95, -4.62], [-2.21, 0.58, -5.03], [-0.99, -0.63, -3.25], [2.29, -9.06, 3.05], [1.46, -7.84, 3.19], [1.39, -7.12, 4.40], [0.62, -6.00, 4.54], [-0.13, -5.53, 3.42], [-0.92, -4.44, 3.44], [-1.26, -3.64, 4.58], [-0.90, -3.93, 5.69], [-2.06, -2.58, 4.29], [-2.39, -2.03, 3.03], [-3.72, -1.97, 2.61], [-4.00, -1.36, 1.40], [-2.96, -0.83, 0.65], [-1.68, -0.90, 1.05], [-1.40, -1.47, 2.22], [-0.05, -6.24, 2.18], [0.72, -7.36, 2.07], [2.74, -9.36, 3.99], [3.09, -8.88, 2.32], [1.69, -9.88, 2.65], [1.95, -7.48, 5.25], [0.57, -5.47, 5.48], [-1.40, -4.22, 2.58], [-2.38, -2.10, 5.12], [-4.50, -2.39, 3.22], [-5.01, -1.28, 1.04], [-3.15, -0.34, -0.29], [-0.37, -1.46, 2.54], [-0.62, -5.89, 1.33], [0.76, -7.90, 1.14]], "mulliken_charge": [1.0414, -0.3717, 0.7089, -0.4560, -1.3072, 0.4033, -0.4141, 0.8555, -0.8012, -0.2440, -0.6740, -0.1108, -0.2715, 0.2045, 0.2615, 0.4387, 0.4120, 0.4481, 0.4092, 0.4269, -1.3467, 0.7707, -0.7834, -0.4425, 1.1408, -0.0184, 0.2930, -0.5791, 0.0167, -0.4964, -0.3897, -0.7581, -0.0240, -0.4843, 0.2258, -0.5163, -0.7831, 0.3720, 0.3606, 0.3791, 0.3561, 0.5466, 0.2059, 0.2849, 0.5369, 0.4334, 0.4095, 0.4930, 0.3915, 0.4462], "largest_force_ev_per_a": 0.18, "total_charge": 2, "homo_lumo_gap_ev": [7.061, 4.990], "relative_energy_kj_mol": 0.0, "multiplicity": 5}